1.
{"formula": "C3H2Cl2O2", "method": "ωB97M-V with the def2-TZVPD basis set", "symbols": ["C", "C", "Cl", "Cl", "H", "H", "O", "C", "O"], "coordinates": [[-1.042, 0.260, 0.185], [-0.486, -0.841, 0.547], [-0.025, -1.207, 2.185], [-0.241, -2.107, -0.538], [-1.532, 0.963, 0.992], [-1.154, 0.536, -0.802], [1.561, 1.538, 0.013], [1.492, 0.779, -0.846], [1.428, 0.079, -1.736]], "mulliken_charge": [-0.92, 0.53, -0.16, -0.12, 0.20, 0.44, -0.38, 0.76, -0.35], "charge": 0, "homo_ev": -9.92, "e_above_lowest_kcal_mol": 13.2, "molar_mass_da": 140.95}


2.
{"formula": "C11H21N5O8P", "method": "ωB97M-V with the def2-TZVPD basis set", "symbols": ["O", "O", "O", "O", "O", "O", "O", "O", "C", "C", "C", "C", "C", "C", "N", "N", "N", "N", "N", "C", "C", "C", "C", "C", "P", "H", "H", "H", "H", "H", "H", "H", "H", "H", "H", "H", "H", "H", "H", "H", "H", "H", "H", "H", "H", "H"], "coordinates": [[3.784, 3.895, 1.478], [-2.046, -2.302, -1.958], [-0.998, 2.526, 1.197], [-2.357, -4.662, 2.541], [0.278, -3.588, -2.798], [-4.521, -5.231, 1.506], [-2.724, -7.018, 1.973], [-2.293, -5.245, 0.073], [2.874, 3.854, 2.297], [-1.891, -3.458, -1.573], [-0.216, 3.043, 0.413], [0.317, -0.186, -0.822], [1.301, 0.757, -0.734], [1.077, 0.208, -2.865], [-0.764, -4.151, -1.985], [0.193, -0.525, -2.154], [-0.683, 3.678, -0.666], [1.662, 3.389, 1.994], [1.765, 1.003, -2.015], [3.094, 4.334, 3.713], [-2.886, -4.113, -0.609], [0.075, 4.401, -1.690], [1.745, 1.435, 0.538], [1.296, 2.902, 0.657], [-2.972, -5.531, 1.530], [0.448, -4.130, -3.595], [-4.740, -5.356, 2.438], [-1.785, -6.991, 2.193], [-0.267, -0.583, 0.003], [1.230, 0.136, -3.939], [-0.612, -5.043, -1.505], [-0.453, -1.245, -2.501], [-1.691, 3.709, -0.721], [0.956, 3.373, 2.718], [2.534, 1.621, -2.251], [2.442, 5.182, 3.914], [2.878, 3.527, 4.412], [4.134, 4.641, 3.824], [-3.765, -4.440, -1.175], [-3.212, -3.342, 0.099], [0.656, 5.205, -1.230], [-0.615, 4.846, -2.411], [0.745, 3.725, -2.221], [1.338, 0.874, 1.384], [2.833, 1.384, 0.607], [1.834, 3.492, -0.084]], "mulliken_charge": [-0.63, -0.73, -0.68, -0.62, -0.40, -0.46, -0.47, -0.23, 0.74, 0.19, 0.05, -0.31, -0.07, -0.37, -0.07, 0.19, -0.11, -0.20, 0.07, -1.22, -0.12, -0.83, -1.07, 0.28, 0.80, 0.35, 0.36, 0.36, 0.51, 0.44, 0.26, 0.24, 0.31, 0.27, 0.28, 0.33, 0.35, 0.33, 0.30, 0.41, 0.33, 0.34, 0.20, 0.30, 0.51, 0.49], "charge": 1, "homo_ev": -12.05, "molar_mass_da": 382.29}


3.
{"formula": "C18H43FNO4Rb", "method": "ωB97M-V with the def2-TZVPD basis set", "symbols": ["Rb", "F", "C", "C", "C", "C", "C", "C", "N", "O", "C", "C", "C", "H", "H", "H", "H", "H", "H", "H", "H", "H", "H", "H", "H", "H", "H", "H", "H", "H", "H", "H", "C", "C", "C", "O", "H", "H", "H", "H", "H", "H", "H", "H", "C", "C", "C", "O", "H", "H", "H", "H", "H", "H", "H", "H", "C", "C", "C", "O", "H", "H", "H", "H", "H", "H", "H", "H"], "coordinates": [[2.302, 13.826, 12.741], [1.157, 12.582, 10.411], [-2.816, 10.877, 8.810], [-3.600, 11.460, 9.972], [-4.230, 10.290, 10.735], [-4.846, 10.698, 12.048], [-3.850, 11.471, 12.908], [-3.193, 12.630, 12.172], [-2.705, 12.138, 10.892], [-1.926, 13.125, 10.224], [-4.113, 13.850, 12.063], [-1.992, 13.059, 12.994], [-4.731, 12.322, 9.374], [-3.498, 10.248, 8.232], [-2.004, 10.228, 9.136], [-2.427, 11.659, 8.173], [-4.957, 9.781, 10.103], [-3.393, 9.613, 10.953], [-5.197, 9.815, 12.587], [-5.716, 11.345, 11.888], [-3.070, 10.795, 13.270], [-4.369, 11.899, 13.771], [-3.696, 14.537, 11.323], [-5.110, 13.595, 11.714], [-4.147, 14.359, 13.026], [-1.419, 13.809, 12.450], [-2.233, 13.259, 14.035], [-1.313, 12.191, 13.013], [-5.469, 12.581, 10.132], [-5.238, 11.792, 8.567], [-4.368, 13.274, 8.976], [-1.023, 12.751, 10.118], [3.945, 10.334, 9.135], [4.412, 11.288, 10.212], [5.909, 11.447, 10.165], [3.853, 12.586, 9.997], [4.366, 10.653, 8.174], [2.865, 10.388, 8.982], [4.286, 9.318, 9.338], [4.070, 10.927, 11.194], [6.280, 12.081, 10.969], [6.158, 11.889, 9.199], [6.394, 10.473, 10.228], [2.891, 12.529, 10.192], [0.838, 8.648, 13.296], [1.202, 9.505, 12.102], [0.343, 9.155, 10.882], [1.040, 10.879, 12.493], [1.064, 7.593, 13.123], [-0.203, 8.744, 13.611], [1.470, 8.933, 14.147], [2.251, 9.225, 11.898], [0.878, 9.368, 9.955], [-0.561, 9.765, 10.901], [0.070, 8.100, 10.898], [0.948, 11.391, 11.648], [0.929, 11.546, 6.685], [1.971, 12.652, 6.615], [1.926, 13.418, 5.317], [1.872, 13.572, 7.680], [-0.070, 11.927, 6.481], [0.952, 11.049, 7.658], [1.121, 10.768, 5.936], [2.960, 12.154, 6.680], [0.910, 13.754, 5.102], [2.321, 12.806, 4.507], [2.565, 14.299, 5.405], [1.612, 13.133, 8.515]], "mulliken_charge": [0.99, -0.87, -2.15, 1.46, -1.06, -0.72, -1.04, 1.29, 1.32, -0.63, -1.77, -1.85, -1.80, 0.47, 0.15, 0.60, 0.43, 0.25, 0.42, 0.33, 0.29, 0.41, 0.31, 0.33, 0.49, 0.45, 0.40, 0.26, 0.29, 0.46, 0.32, 0.21, -0.87, 1.04, -1.56, -0.53, 0.35, -0.21, 0.42, 0.08, 0.36, 0.36, 0.37, 0.19, -1.74, 1.04, -0.78, -0.47, 0.43, 0.30, 0.38, -0.04, 0.09, -0.04, 0.50, 0.29, -0.99, 1.19, -1.53, -0.53, 0.31, 0.03, 0.41, -0.19, 0.34, 0.38, 0.39, 0.17], "charge": 0, "homo_ev": -7.97, "e_above_lowest_kcal_mol": 0.0, "molar_mass_da": 442.01}


4.
{"formula": "C34H29N3PPdSTe", "method": "ωB97M-V with the def2-TZVPD basis set", "symbols": ["Pd", "N", "C", "C", "C", "C", "C", "C", "N", "C", "C", "C", "S", "C", "N", "H", "H", "H", "H", "H", "H", "H", "C", "C", "C", "C", "C", "C", "P", "C", "C", "C", "C", "C", "C", "C", "C", "C", "C", "C", "C", "C", "C", "C", "C", "H", "H", "H", "H", "H", "H", "H", "H", "H", "H", "H", "H", "H", "H", "H", "H", "C", "Te", "C", "H", "H", "H", "H", "H", "H"], "coordinates": [[0.266, -0.814, -1.658], [2.041, -2.077, 1.921], [2.382, -0.774, 2.208], [3.031, -0.222, 3.325], [3.188, 1.158, 3.299], [2.921, 1.948, 2.177], [2.392, 1.370, 1.014], [2.017, 0.031, 1.108], [1.560, -0.856, 0.137], [1.615, -2.110, 0.655], [1.072, -3.234, -0.022], [1.116, -4.565, 0.317], [0.301, -5.503, -0.830], [-0.112, -4.095, -1.695], [0.336, -2.985, -1.178], [2.232, -2.921, 2.356], [3.345, -0.866, 4.144], [3.487, 1.649, 4.236], [3.034, 3.034, 2.227], [2.170, 2.016, 0.135], [1.609, -4.962, 1.211], [-0.686, -4.141, -2.620], [-0.006, 0.646, 5.120], [-0.849, -0.399, 4.844], [-1.323, -0.570, 3.581], [-1.006, 0.355, 2.581], [-0.304, 1.542, 2.963], [0.173, 1.693, 4.254], [-1.259, 0.255, 0.883], [-2.209, -1.057, 0.243], [-3.064, -0.861, -0.895], [-3.837, -1.874, -1.368], [-3.805, -3.141, -0.713], [-2.921, -3.415, 0.301], [-2.178, -2.350, 0.805], [-1.603, 1.841, 0.077], [-2.282, 2.850, 0.772], [-2.587, 4.079, 0.196], [-2.052, 4.392, -1.054], [-1.415, 3.376, -1.844], [-1.072, 3.628, -3.203], [-0.561, 2.625, -4.015], [-0.305, 1.420, -3.511], [-0.485, 1.108, -2.113], [-1.184, 2.078, -1.269], [0.432, 0.778, 6.127], [-1.068, -1.146, 5.608], [-2.015, -1.385, 3.341], [-0.021, 2.315, 2.193], [0.733, 2.590, 4.515], [-3.199, 0.127, -1.331], [-4.621, -1.698, -2.103], [-4.470, -3.901, -1.122], [-2.880, -4.376, 0.718], [-1.494, -2.559, 1.635], [-2.582, 2.583, 1.809], [-3.202, 4.827, 0.714], [-2.269, 5.331, -1.588], [-1.210, 4.562, -3.679], [-0.300, 2.836, -5.060], [-0.022, 0.587, -4.126], [1.984, -0.841, -5.213], [2.613, -1.182, -3.260], [3.531, 0.691, -2.918], [1.489, -1.727, -5.609], [2.859, -0.672, -5.865], [1.336, 0.053, -5.247], [4.023, 0.969, -3.855], [4.396, 0.545, -2.215], [2.774, 1.389, -2.571]], "mulliken_charge": [-0.11, 0.08, 0.25, -1.11, -0.53, -0.60, -0.50, 0.64, 0.43, 0.28, -0.65, -0.49, -0.06, -0.53, 0.59, 0.18, 0.47, 0.48, 0.45, 0.33, 0.40, 0.46, -0.57, -0.84, -0.13, 1.18, -0.92, -0.85, 1.17, 1.25, -0.53, -0.96, -0.57, -1.12, -0.51, 0.76, -0.13, -0.98, -0.69, 0.55, -0.71, -0.73, -0.52, -0.87, 0.96, 0.44, 0.47, 0.52, 0.35, 0.53, 0.48, 0.48, 0.43, 0.63, 0.28, 0.45, 0.47, 0.41, 0.50, 0.46, 0.71, -0.98, 0.56, -0.92, 0.39, 0.38, 0.27, 0.47, 0.34, 0.18], "charge": 3, "s_squared": 6.061, "multiplicity": 5, "homo_ev": [-15.68, -16.23], "e_above_lowest_kcal_mol": 11.0, "molar_mass_da": 776.69}


5.
{"formula": "C4H9NO", "method": "ωB97M-V with the def2-TZVPD basis set", "symbols": ["C", "C", "O", "C", "N", "C", "H", "H", "H", "H", "H", "H", "H", "H", "H"], "coordinates": [[1.206, 2.248, 0.716], [0.482, 1.330, -0.246], [-0.617, 0.776, 0.490], [-0.914, -0.509, 0.275], [-0.436, -1.207, -0.661], [-0.804, -2.604, -0.681], [0.496, 2.934, 1.185], [1.678, 1.653, 1.504], [1.980, 2.831, 0.207], [0.088, 1.857, -1.123], [1.118, 0.516, -0.603], [-1.613, -0.866, 1.041], [0.109, -3.209, -0.704], [-1.370, -2.832, -1.590], [-1.401, -2.916, 0.191]], "mulliken_charge": [-1.10, -0.20, -0.32, 0.11, -0.39, -0.72, 0.29, 0.28, 0.36, 0.26, 0.32, 0.32, 0.25, 0.23, 0.30], "charge": 0, "homo_ev": -9.61, "e_above_lowest_kcal_mol": 33.2, "molar_mass_da": 87.12}


6.
{"formula": "C13H33NO4", "method": "ωB97M-V with the def2-TZVPD basis set", "symbols": ["C", "O", "C", "C", "N", "C", "C", "O", "H", "H", "H", "H", "H", "H", "H", "H", "H", "H", "H", "H", "H", "C", "C", "O", "C", "C", "H", "H", "H", "H", "H", "H", "H", "H", "H", "H", "C", "C", "O", "C", "C", "H", "H", "H", "H", "H", "H", "H", "H", "H", "H"], "coordinates": [[-4.397, -5.736, 0.000], [-3.450, -6.772, -0.118], [-2.465, -6.555, -1.117], [-1.153, -6.045, -0.533], [-1.139, -4.678, -0.035], [-1.504, -3.650, -0.991], [-0.972, -2.302, -0.538], [-1.290, -1.258, -1.450], [-5.099, -6.028, 0.779], [-3.946, -4.779, 0.284], [-4.947, -5.592, -0.938], [-2.850, -5.860, -1.874], [-2.286, -7.513, -1.611], [-0.369, -6.144, -1.291], [-0.884, -6.703, 0.296], [-1.682, -4.604, 0.816], [-2.592, -3.561, -1.160], [-1.061, -3.904, -1.959], [0.115, -2.343, -0.478], [-1.343, -2.069, 0.468], [-2.219, -1.328, -1.684], [3.246, 1.239, 2.712], [2.447, 0.026, 2.268], [1.050, 0.152, 2.462], [0.429, 1.233, 1.780], [0.608, 1.208, 0.274], [3.034, 1.481, 3.754], [4.313, 1.029, 2.616], [3.029, 2.117, 2.102], [2.730, -0.843, 2.863], [2.672, -0.209, 1.222], [0.772, 2.191, 2.189], [-0.628, 1.138, 2.032], [1.649, 1.353, -0.019], [0.040, 2.024, -0.175], [0.250, 0.267, -0.143], [1.267, 5.885, 0.989], [1.969, 4.893, 0.078], [1.125, 4.305, -0.896], [0.522, 5.194, -1.821], [1.515, 5.971, -2.668], [0.404, 5.422, 1.469], [1.957, 6.219, 1.766], [0.928, 6.770, 0.449], [2.336, 4.048, 0.664], [2.840, 5.360, -0.394], [-0.159, 5.882, -1.308], [-0.087, 4.552, -2.457], [2.109, 6.665, -2.073], [0.976, 6.558, -3.414], [2.192, 5.292, -3.187]], "mulliken_charge": [-0.59, -0.37, -0.34, -0.83, -0.34, -0.41, -0.43, -0.53, 0.28, 0.18, 0.28, 0.30, 0.36, 0.36, 0.39, 0.30, 0.24, 0.32, 0.30, 0.22, 0.30, -0.68, -0.33, -0.44, -0.46, -0.55, 0.27, 0.41, -0.08, 0.40, 0.25, 0.32, 0.35, 0.23, 0.27, 0.06, -1.19, 0.15, -0.27, -0.39, -1.07, 0.29, 0.41, 0.33, -0.18, 0.30, 0.33, 0.31, 0.27, 0.39, 0.30], "charge": 0, "homo_ev": -8.77, "e_above_lowest_kcal_mol": 10.3, "molar_mass_da": 267.41}